ORCA calculation (wB97M-V/def2-TZVPD) on C24H42LuNOP3 as an isolated structure.

Last column: Löwdin charge in e.
Cartesian coordinates (Å):
Lu (-0.75, 0.43, -0.04)  1.31
P (1.67, -1.03, 1.35)  0.85
P (1.26, 2.30, -0.37)  0.72
P (-1.26, -2.26, -0.55)  0.73
H (-0.89, 2.03, -8.55)  0.07
C (-1.86, 1.52, -8.42)  -0.10
C (-2.95, 2.12, -7.91)  -0.10
H (-3.02, 3.20, -7.71)  0.07
C (3.12, -1.95, 0.81)  -0.18
C (2.32, 0.30, 2.38)  -0.20
C (0.79, -2.12, 2.49)  -0.17
C (0.63, 3.41, -1.69)  -0.24
C (1.70, 3.52, 0.93)  -0.25
C (2.90, 1.86, -1.05)  -0.25
C (-2.52, -2.31, -1.89)  -0.24
C (-2.05, -3.37, 0.69)  -0.26
C (0.04, -3.35, -1.24)  -0.25
H (-1.92, 0.50, -8.83)  0.07
H (-3.88, 1.54, -7.80)  0.07
H (3.68, -2.24, 1.70)  0.10
H (3.75, -1.32, 0.17)  0.08
H (2.82, -2.84, 0.25)  0.07
H (2.90, -0.18, 3.19)  0.10
H (1.51, 0.89, 2.85)  0.04
H (2.98, 0.97, 1.81)  0.06
H (1.44, -3.00, 2.65)  0.10
H (-0.19, -2.45, 2.13)  0.02
H (0.66, -1.60, 3.45)  0.06
H (1.18, 4.36, -1.68)  0.08
H (-0.44, 3.63, -1.53)  0.06
H (0.74, 2.94, -2.68)  0.06
H (2.69, 3.96, 0.73)  0.08
H (1.71, 3.05, 1.92)  0.02
H (0.95, 4.32, 0.93)  0.07
H (3.47, 2.77, -1.28)  0.08
H (2.79, 1.27, -1.97)  0.05
H (3.48, 1.26, -0.33)  0.02
H (-3.03, -3.28, -1.85)  0.07
H (-2.05, -2.17, -2.87)  0.06
H (-3.26, -1.50, -1.75)  0.06
H (-2.80, -4.00, 0.20)  0.07
H (-2.55, -2.77, 1.47)  0.05
H (-1.30, -4.01, 1.18)  0.05
H (-0.43, -4.19, -1.76)  0.08
H (0.70, -3.74, -0.45)  0.03
H (0.66, -2.80, -1.95)  0.05
C (-1.27, 0.71, -3.25)  -0.43
C (-0.06, 0.26, -3.83)  -0.06
C (-0.02, 0.03, -5.19)  -0.06
C (-1.18, 0.20, -5.94)  -0.07
C (-2.33, 0.75, -5.39)  -0.06
C (-2.39, 1.03, -4.04)  0.00
O (-1.38, 0.79, -1.92)  -0.40
H (1.07, -0.65, 0.04)  -0.04
H (0.80, 0.06, -3.20)  0.08
H (0.89, -0.29, -5.70)  0.12
H (-1.14, -0.05, -7.01)  0.09
H (-3.20, 1.06, -5.99)  0.09
H (-3.28, 1.45, -3.54)  0.13
N (-1.38, 0.70, 2.07)  0.03
C (-1.43, 0.68, 3.25)  -0.08
C (-1.48, 0.64, 4.65)  -0.22
C (-2.71, 0.88, 5.30)  0.02
C (-2.79, 0.82, 6.69)  0.00
C (-1.64, 0.52, 7.45)  0.01
C (-0.42, 0.29, 6.81)  -0.02
C (-0.33, 0.35, 5.42)  -0.02
H (-3.61, 1.10, 4.71)  0.14
H (-3.74, 1.00, 7.19)  0.13
H (-1.70, 0.47, 8.54)  0.14
H (0.47, 0.05, 7.38)  0.13
H (0.62, 0.18, 4.92)  0.09

Summary:
* LUMO level: -10.2 eV
* Kohn-Sham gap: 4.3 eV
* total charge: +3
* E_HOMO: -14.439 eV